1.
A structure of composition C39H54BrCuN5O5 in a non-equilibrium geometry, computed with ωB97M-V with the def2-TZVPD basis set.

Each line ends with the Löwdin spin population.
Geometry (Å):
Br  6.796  -2.704  4.529  0.000
Cu  1.356  -0.927  -0.073  0.788
O  0.856  -0.541  1.905  0.022
O  2.698  0.673  0.008  -0.001
O  2.916  -2.363  -0.183  0.027
O  4.108  2.225  0.698  0.000
O  1.151  -1.086  -2.039  0.059
N  5.102  -2.792  -0.492  0.002
N  -1.483  -4.757  0.685  0.000
N  4.090  -1.117  -1.689  0.000
N  -0.143  -2.832  -0.043  -0.002
N  -0.319  0.107  -0.279  0.075
C  -0.826  2.419  3.016  0.004
C  -1.830  5.178  2.291  0.000
C  1.859  -0.258  -4.846  0.000
C  -0.747  -3.738  0.329  0.000
C  0.041  -0.625  -2.443  0.006
C  5.811  -1.554  3.360  0.000
C  4.544  -1.928  2.953  0.000
C  5.654  0.456  2.097  0.000
C  0.004  0.999  5.535  0.000
C  -2.581  0.187  -3.174  0.000
C  0.192  0.529  1.948  0.003
C  -2.609  3.879  2.036  0.000
C  4.386  0.096  1.653  0.000
C  -2.182  0.300  -1.866  0.003
C  0.093  1.411  3.081  -0.002
C  -0.596  0.875  0.758  0.003
C  -4.940  -0.483  -2.813  0.000
C  -4.369  1.938  -3.151  0.000
C  0.617  -1.160  -4.864  0.000
C  -0.885  -5.994  1.133  0.000
C  0.931  1.330  4.355  0.000
C  -1.498  1.965  0.770  0.006
C  -4.021  0.498  -3.557  0.000
C  3.666  1.083  0.729  0.000
C  3.829  -1.092  2.113  0.000
C  3.974  -2.069  -0.748  0.003
C  -0.360  -0.640  -3.821  0.002
C  1.609  2.693  4.577  0.000
C  -3.530  3.569  3.228  0.000
C  2.036  0.282  4.310  0.000
C  -1.635  -0.245  -4.131  0.000
C  6.373  -0.357  2.952  0.000
C  -3.475  4.068  0.788  0.000
C  0.038  -1.159  -6.282  0.000
C  -2.876  -4.541  1.003  0.000
C  -0.868  -0.037  -1.486  0.006
C  -1.641  2.719  1.899  -0.003
C  1.013  -2.600  -4.505  0.000
C  -4.286  0.359  -5.060  0.000
H  2.822  -1.354  1.837  0.000
H  -5.980  -0.290  -3.066  0.000
H  6.059  1.405  1.783  0.000
H  -4.279  4.348  3.346  0.000
H  2.345  2.611  5.373  0.000
H  1.586  0.762  -5.110  0.000
H  -1.152  5.380  1.464  0.000
H  2.303  -0.253  -3.857  0.000
H  0.153  -6.044  0.814  0.000
H  4.105  -2.847  3.312  0.000
H  2.753  0.535  3.537  0.000
H  1.753  -2.968  -5.212  0.000
H  -3.209  -3.597  0.576  0.000
H  -0.786  1.739  5.645  0.000
H  -1.996  2.226  -0.149  0.000
H  -0.924  -6.082  2.225  0.000
H  -1.241  5.125  3.203  0.000
H  1.428  -2.639  -3.502  0.000
H  -0.454  0.024  5.387  0.000
H  -2.883  0.594  -1.103  0.000
H  3.311  -0.474  -1.754  0.000
H  -4.048  3.169  0.573  0.000
H  2.552  0.265  5.268  0.000
H  -4.035  2.618  3.067  0.000
H  2.117  3.008  3.668  0.000
H  -4.175  4.884  0.954  0.000
H  -4.695  -1.507  -3.089  0.000
H  -4.825  -0.386  -1.736  0.000
H  0.579  0.974  6.457  0.000
H  -2.967  3.495  4.154  0.000
H  -3.684  2.640  -3.620  0.000
H  2.595  -0.618  -5.562  0.000
H  1.641  -0.708  4.108  0.000
H  -2.522  6.013  2.381  0.000
H  -3.474  -5.350  0.577  0.000
H  6.003  -2.427  -0.753  0.000
H  0.794  -1.516  -6.977  0.000
H  -4.316  2.075  -2.074  0.000
H  -4.111  -0.660  -5.398  0.000
H  0.896  3.462  4.860  0.000
H  -2.868  4.320  -0.078  0.000
H  -3.659  1.041  -5.630  0.000
H  0.141  -3.250  -4.544  0.000
H  7.350  -0.059  3.299  0.000
H  -1.429  -6.835  0.696  0.000
H  -3.040  -4.515  2.086  0.000
H  -1.951  -0.290  -5.158  0.000
H  -5.326  0.608  -5.269  0.000
H  -0.910  3.078  3.866  0.000
H  4.997  -0.785  -1.971  0.000
H  -0.822  -1.820  -6.359  0.000
H  5.070  -3.384  0.321  0.000
H  -0.253  -0.158  -6.592  0.000
H  -5.381  2.177  -3.471  0.000

- E_tot: -173691.1596 eV
- Energy relative to the best compared isomer or geometry (same formula, charge and spin): 16.07 kcal/mol
- Charge: 0
- Spin multiplicity: 2
- <S²>: 0.753
- Kohn-Sham gap (spin up / spin down): 5.40 / 5.45 eV
- HOMO (spin up / spin down): -7.248 / -7.251 eV

***

2.
A cluster of 2 separate species, CBrF2NO2 in total in a non-equilibrium geometry, computed with ωB97M-V with the def2-TZVPD basis set.

Each line ends with the Löwdin charge.
Geometry (Å):
Br  1.175  0.206  2.124  1.018
F  -1.142  -0.638  0.991  0.163
F  0.761  -2.239  -0.030  -0.406
O  1.116  1.132  -0.780  0.111
O  -0.999  0.633  -1.079  0.143
N  0.050  0.667  -0.450  -0.378
C  0.013  -0.157  0.755  -0.652

- E_tot: -82092.1139 eV
- Energy relative to the best compared isomer or geometry (same formula, charge and spin): 90.76 kcal/mol
- Charge: 0
- Spin multiplicity: 1
- Kohn-Sham gap (spin up / spin down): 7.76 / 7.77 eV
- HOMO (spin up / spin down): -11.334 / -11.348 eV

***

3.
A cluster of 2 separate species, C4H16N3 in total in a non-equilibrium geometry, computed with ωB97M-V with the def2-TZVPD basis set.

Each line ends with the Löwdin spin population.
Geometry (Å):
N  2.313  -1.518  0.171  0.699
N  -2.249  1.817  0.185  0.000
N  1.251  -0.147  -1.561  0.034
C  1.569  -0.285  -0.139  0.055
C  -1.822  1.215  1.487  0.001
C  1.645  -2.785  0.326  0.095
C  -1.419  1.440  -1.033  0.002
H  0.965  -2.733  1.191  0.054
H  -3.222  1.551  0.023  0.000
H  2.912  -1.358  0.990  0.014
H  0.694  -0.189  0.513  0.026
H  2.164  -0.126  -2.014  0.000
H  -1.359  0.360  -1.098  0.001
H  2.234  0.536  0.136  0.001
H  1.024  -3.021  -0.535  0.008
H  -2.003  1.782  -1.884  0.000
H  -1.733  0.150  1.300  0.001
H  -2.228  2.839  0.215  0.000
H  -0.480  1.972  -0.960  0.001
H  2.385  -3.563  0.496  0.007
H  0.844  -1.035  -1.859  0.001
H  -2.586  1.414  2.235  0.000
H  -0.898  1.683  1.815  0.000

- E_tot: -8859.1585 eV
- Energy relative to the best compared isomer or geometry (same formula, charge and spin): 0.00 kcal/mol
- Charge: +2
- Spin multiplicity: 2
- <S²>: 0.754
- Kohn-Sham gap (spin up / spin down): 12.41 / 7.16 eV
- HOMO (spin up / spin down): -18.692 / -18.543 eV

***

4.
A cluster of 2 separate species, C4H12N3 in total in a non-equilibrium geometry, computed with ωB97M-V with the def2-TZVPD basis set.

Each line ends with the Löwdin charge.
Geometry (Å):
N  -3.211  -0.180  0.360  0.150
N  1.407  0.927  -1.220  0.150
N  -1.032  0.286  -0.341  0.097
C  -1.961  -0.467  0.068  -0.298
C  1.161  -1.257  -0.235  0.011
C  0.960  0.196  -0.184  -0.458
C  1.079  0.897  1.126  -0.029
H  0.815  0.202  1.979  0.111
H  -3.502  0.795  0.106  0.150
H  1.216  0.459  -2.121  0.140
H  2.082  1.109  1.430  0.096
H  1.781  -1.415  -1.127  0.117
H  1.673  -1.500  0.634  0.083
H  -3.912  -0.903  0.396  0.124
H  1.453  1.954  -1.268  0.146
H  0.213  1.623  1.220  0.109
H  -1.304  1.270  -0.458  0.119
H  0.264  -1.763  -0.223  0.051
H  -1.646  -1.393  0.468  0.130

- E_tot: -8805.8635 eV
- Energy relative to the best compared isomer or geometry (same formula, charge and spin): 43.14 kcal/mol
- Charge: +1
- Spin multiplicity: 1
- Kohn-Sham gap: 11.69 eV
- HOMO: -14.422 eV

***

5.
A structure of composition C34H68F6NbO18S8 in a non-equilibrium geometry, computed with ωB97M-V with the def2-TZVPD basis set.

Each line ends with the Löwdin charge.
Geometry (Å):
Nb  -1.303  0.287  4.421  1.146
S  -10.396  3.100  -4.837  0.662
S  1.290  0.815  4.623  0.525
S  2.965  1.594  -3.739  0.667
S  -6.540  1.312  -0.562  0.661
S  3.734  -3.335  -7.033  0.667
S  -2.763  5.106  -0.631  0.675
S  4.628  -5.236  6.278  0.661
S  9.091  -3.426  7.670  0.654
F  -2.595  1.981  1.463  -0.105
F  1.108  1.121  1.056  0.126
F  3.210  1.700  1.078  0.113
F  3.642  0.790  3.416  0.087
F  1.770  2.814  2.268  0.139
F  2.213  -0.657  2.592  0.060
O  1.596  1.780  -3.329  -0.329
O  -2.832  6.471  -0.175  -0.328
O  3.180  -2.737  -5.846  -0.320
O  -1.597  -4.085  4.562  -0.068
O  1.968  -0.177  5.456  -0.452
O  -1.567  -2.653  4.945  -0.284
O  -7.196  2.144  0.413  -0.321
O  -5.491  0.407  -0.168  -0.315
O  8.003  -2.878  8.438  -0.318
O  5.157  -6.420  5.635  -0.352
O  1.476  2.237  4.923  -0.448
O  4.139  -5.355  7.632  -0.330
O  -10.105  3.569  -3.507  -0.314
O  4.844  -4.246  -6.923  -0.315
O  -9.718  1.941  -5.361  -0.323
O  9.298  -3.017  6.303  -0.318
O  -3.814  4.177  -0.291  -0.325
O  3.549  2.533  -4.670  -0.335
C  -6.317  1.473  -3.165  -0.213
C  -5.955  2.298  -1.935  -0.231
C  -12.648  4.268  -5.496  -0.221
C  2.297  -3.272  -9.283  -0.214
C  3.393  -4.445  5.252  -0.221
C  -11.638  4.716  -6.563  -0.214
C  -1.254  -1.882  3.822  -0.431
C  5.835  -3.905  6.199  -0.234
C  -7.738  0.945  -2.923  -0.222
C  5.243  -2.848  5.261  -0.196
C  4.569  -0.478  -3.789  -0.222
C  -7.774  0.381  -1.499  -0.211
C  2.357  0.616  3.046  -0.517
C  -1.108  4.469  -2.630  -0.209
C  4.562  -0.011  -2.327  -0.203
C  -2.236  2.225  4.113  -0.368
C  10.636  -3.216  8.583  -0.219
C  -10.237  4.478  -5.992  -0.215
C  -0.816  3.553  -1.432  -0.212
C  -12.171  2.906  -5.008  -0.228
C  11.076  -4.623  8.999  -0.217
C  -3.638  2.509  3.586  -0.277
C  -3.823  2.077  2.130  -0.219
C  4.051  1.433  -2.309  -0.211
C  2.091  1.575  1.855  -0.534
C  2.428  -4.110  -8.007  -0.215
C  3.716  -2.958  5.358  -0.214
C  -1.206  4.344  -0.190  -0.218
C  4.145  -2.066  -8.234  -0.228
C  10.526  -5.602  7.951  -0.221
C  3.221  -0.064  -4.365  -0.249
C  3.671  -2.644  -9.562  -0.221
C  -2.510  5.057  -2.422  -0.216
C  9.067  -5.219  7.734  -0.225
H  -6.263  2.071  -4.074  0.111
H  12.160  -4.683  9.078  0.110
H  4.848  2.162  -2.443  0.105
H  -12.652  4.977  -4.665  0.120
H  -1.050  3.927  -3.573  0.111
H  0.229  3.250  -1.397  0.103
H  8.436  -5.499  8.578  0.115
H  5.373  0.022  -4.335  0.119
H  10.431  -2.554  9.420  0.100
H  -2.155  2.572  5.163  0.059
H  5.214  -1.878  -8.171  0.109
H  -8.732  0.515  -1.002  0.099
H  3.182  -0.026  -5.450  0.088
H  -0.370  5.273  -2.665  0.116
H  3.617  -1.874  -10.330  0.115
H  11.077  -5.494  7.015  0.119
H  -4.411  2.808  1.578  0.085
H  3.366  -2.567  6.315  0.123
H  -11.774  5.762  -6.833  0.113
H  -6.499  3.242  -1.908  0.113
H  4.371  -3.410  -9.902  0.119
H  3.893  -0.644  -1.742  0.122
H  -12.571  2.602  -4.043  0.109
H  5.560  -3.047  4.235  0.117
H  1.529  -4.124  -7.397  0.103
H  -3.023  -0.200  4.378  -0.043
H  -1.377  3.733  0.694  0.090
H  3.473  1.669  -1.419  0.084
H  -4.893  2.482  -1.796  0.083
H  -12.336  2.124  -5.749  0.107
H  -1.419  2.645  -1.490  0.126
H  -4.346  1.122  2.068  0.098
H  5.551  -0.076  -1.876  0.115
H  -1.521  2.766  3.476  0.050
H  -3.288  4.412  -2.828  0.091
H  -8.019  0.188  -3.655  0.112
H  -7.471  -0.663  -1.456  0.100
H  -13.661  4.212  -5.893  0.114
H  11.340  -2.743  7.900  0.102
H  2.755  -5.128  -8.208  0.103
H  -5.616  0.641  -3.268  0.118
H  6.768  -4.328  5.832  0.079
H  2.413  -0.690  -3.988  0.109
H  -1.972  -2.070  3.007  0.041
H  -9.500  4.195  -6.739  0.101
H  -0.244  -2.103  3.439  0.050
H  3.214  -2.383  4.583  0.098
H  -2.633  6.068  -2.803  0.096
H  -3.853  3.584  3.666  0.098
H  10.615  -6.638  8.275  0.114
H  -2.423  -4.094  4.057  0.070
H  8.634  -5.590  6.808  0.104
H  -0.502  5.148  0.025  0.111
H  3.588  -1.170  -7.960  0.104
H  1.559  -2.482  -9.134  0.117
H  -0.940  0.080  6.216  -0.059
H  5.593  -1.853  5.527  0.120
H  2.406  -4.723  5.614  0.111
H  -11.775  4.121  -7.468  0.116
H  5.963  -3.531  7.214  0.087
H  10.660  -4.866  9.978  0.116
H  -8.444  1.767  -3.023  0.074
H  4.712  -1.552  -3.883  0.107
H  -4.388  1.990  4.188  0.090
H  3.541  -4.822  4.240  0.106
H  -9.874  5.327  -5.415  0.105
H  -0.792  0.295  2.670  -0.007
H  1.958  -3.886  -10.116  0.112

- E_tot: -177745.1111 eV
- Charge: -1
- Spin multiplicity: 1
- Kohn-Sham gap: 6.97 eV
- HOMO: -5.560 eV

***

6.
The ion C8H11ClN3S with charge +1 in a non-equilibrium geometry, computed with ωB97M-V with the def2-TZVPD basis set.

Each line ends with the Löwdin charge.
Geometry (Å):
Cl  2.371  -2.826  -0.793  0.752
S  -1.042  -1.251  3.690  1.038
N  -1.543  -0.515  0.907  0.130
N  -0.006  -3.204  2.461  0.017
N  -0.472  -2.403  1.471  -0.151
C  0.740  -0.683  -0.650  0.138
C  0.822  -1.977  -0.571  -0.502
C  0.741  1.689  0.492  0.011
C  -0.199  -2.922  0.148  -0.093
C  -0.316  -2.819  3.614  -0.467
C  -1.070  -1.245  1.818  -0.606
C  -0.191  1.271  -1.858  -0.064
C  0.710  0.745  -0.749  -0.413
H  1.620  1.545  0.925  0.039
H  0.758  2.705  -0.024  0.128
H  0.328  2.166  -2.294  0.105
H  1.826  0.832  -1.185  0.236
H  -0.311  0.588  -2.815  0.131
H  0.203  -3.861  0.217  0.082
H  -1.082  -2.919  -0.489  0.142
H  -2.118  0.305  1.164  0.096
H  -1.242  1.301  -1.513  0.095
H  0.030  -3.460  4.437  0.106
H  -0.166  1.475  0.982  0.051

- E_tot: -36290.6850 eV
- Energy relative to the best compared isomer or geometry (same formula, charge and spin): 8.20 kcal/mol
- Charge: +1
- Spin multiplicity: 1
- Kohn-Sham gap (spin up / spin down): 6.44 / 6.44 eV
- HOMO (spin up / spin down): -12.467 / -12.468 eV